{"formula": "C7H12NS", "method": "ωB97M-V/def2-TZVPD", "elements": ["H", "C", "C", "H", "C", "H", "H", "C", "H", "H", "H", "S", "C", "H", "H", "H", "H", "C", "H", "N", "C"], "xyz": [[-0.393693, 0.647127, -1.602889], [-0.458050, 0.864324, 1.643436], [1.154364, 1.766393, -0.170618], [-1.091805, 0.880250, 2.457274], [-0.265735, 0.650056, -0.582731], [-2.095381, 0.281090, 0.365283], [-0.021631, -2.593963, 0.006656], [0.236083, -0.556613, 1.430213], [-1.534082, -1.637525, -0.730592], [0.041427, -2.010641, -1.667878], [1.733706, 1.870317, -1.957958], [0.834739, 2.119594, 1.525482], [-0.339046, -1.822057, -0.628955], [1.197308, -0.531563, 1.991096], [-0.346502, -1.455959, 1.898083], [-1.759807, 1.991770, 0.240290], [1.272995, -0.726708, -0.312025], [2.081566, 2.168589, -1.013350], [2.923772, 2.713522, -0.654006], [0.261242, -0.648471, -0.007913], [-1.288228, 1.003818, 0.363276]], "forces_ev_per_angstrom": [[-0.4, -0.4, -2.3], [0.9, -1.3, -2.0], [-3.5, -1.9, 0.8], [-0.7, 0.4, 2.2], [4.7, 2.4, 1.8], [-0.3, -0.3, 0.1], [-0.3, -1.6, 0.6], [-1.9, -0.1, 3.8], [2.9, -0.9, 0.6], [-0.2, 0.5, 1.0], [1.0, 0.1, -1.9], [0.2, 0.3, 0.3], [-3.3, 0.4, -1.8], [-0.3, -0.2, -1.2], [0.7, 1.7, -1.1], [0.5, -0.3, 0.0], [-1.2, 0.5, 0.5], [-1.3, -0.8, 1.3], [0.6, 0.4, -0.5], [3.3, 0.3, -3.2], [-1.3, 0.8, 1.1]], "e_tot_ha": -726.52509, "smiles": "C=C1S[C@H]2C[C@@H]1[N@H+](C)C2", "de_lowest_kj_mol": 133.6, "charge": 1}